Entry 1:
# H7ISi3

A cluster of 2 separate species, H7ISi3 in total in a non-equilibrium geometry (the ωB97M-V functional and the def2-TZVPD basis, OMol25).

Last column: Löwdin charge in e.
CARTESIAN COORDINATES (ANGSTROEM)
1 Si -2.073 -2.005 0.573  0.1748
2 Si 1.730 1.413 -0.398  0.2147
3 Si 1.624 3.600 -0.210  0.4335
4 I -2.367 -1.302 2.969  0.2159
5 H -3.339 -1.518 -0.025  -0.1223
6 H -1.076 -1.126 0.167  -0.2102
7 H -1.561 -3.491 0.369  -0.0735
8 H 1.939 1.128 -1.856  -0.1113
9 H 1.033 0.199 0.174  -0.1312
10 H 3.020 1.294 0.177  -0.1688
11 H 0.093 3.797 -0.021  -0.2215

Results
Energy above the lowest of the compared OMol25 structures with the same formula, charge and spin (kcal/mol): 51.9
Electronic energy (a.u.): -1170.227955



Entry 2:
# C8H12F2N2Si

A cluster of 2 separate species, C8H12F2N2Si in total in a non-equilibrium geometry (the ωB97M-V functional and the def2-TZVPD basis, OMol25).

Last column: Löwdin charge in e.
CARTESIAN COORDINATES (ANGSTROEM)
1 C -1.210 -1.053 1.474  -0.2592
2 C -3.387 -1.339 -0.739  -0.1337
3 C 1.811 0.602 0.140  -0.0503
4 C 2.630 -1.380 -1.177  -0.0419
5 C -1.285 2.438 1.280  -0.1289
6 C 0.167 -1.049 -0.631  -0.1604
7 C 1.663 -0.945 -0.147  -0.3560
8 C -0.915 -0.487 0.232  -0.1807
9 N -1.381 -1.339 2.560  0.2358
10 N -4.173 -2.120 -0.991  -0.0037
11 F -1.310 1.711 -1.517  -0.0928
12 F -3.370 1.370 -0.171  -0.1303
13 Si -1.756 1.147 -0.077  0.3781
14 H 2.053 1.176 -0.761  0.0956
15 H 2.577 0.760 0.960  0.1093
16 H 0.975 0.967 0.693  0.0072
17 H 3.112 -0.452 -1.493  0.0918
18 H 3.331 -1.903 -0.728  0.0348
19 H 2.131 -1.912 -1.961  0.0921
20 H -0.118 2.483 1.186  0.0467
21 H -1.713 3.435 1.200  0.0320
22 H -1.488 1.939 2.272  0.0456
23 H -0.131 -2.096 -0.792  0.1433
24 H 0.095 -0.512 -1.571  0.1161
25 H 1.690 -1.440 0.760  0.1096

Results
Energy above the lowest of the compared OMol25 structures with the same formula, charge and spin (kcal/mol): 127.4
Electronic energy (a.u.): -910.704263



Entry 3:
# C15H50O10

A cluster of 10 separate species, C15H50O10 in total in a non-equilibrium geometry (the ωB97M-V functional and the def2-TZVPD basis, OMol25).

Last column: Löwdin charge in e.
CARTESIAN COORDINATES (ANGSTROEM)
1 O 12.537 9.585 -3.583  -0.0647
2 H 12.897 10.333 -4.060  0.0211
3 H 11.588 9.695 -3.645  -0.0380
4 O 10.024 10.129 -4.182  -0.0294
5 H 9.172 9.703 -4.091  0.0309
6 H 9.861 10.870 -4.765  0.0492
7 O 8.000 14.086 -1.859  -0.0410
8 H 8.363 14.910 -2.185  0.0311
9 H 7.932 13.530 -2.635  -0.0080
10 O 7.607 11.560 -3.884  -0.0368
11 H 8.269 11.917 -4.476  0.0478
12 H 6.831 11.448 -4.433  0.0360
13 O 8.537 10.327 -1.312  -0.0268
14 H 9.376 10.009 -1.644  0.0087
15 H 8.049 10.582 -2.095  -0.0054
16 C 3.768 10.216 -1.232  -0.0425
17 C 3.478 10.403 -2.736  -0.5064
18 C 4.658 10.917 -3.433  -0.0765
19 O 3.174 9.135 -3.266  -0.0502
20 H 4.053 11.148 -0.743  0.0819
21 H 4.595 9.521 -1.089  0.0804
22 H 2.905 9.787 -0.722  0.0748
23 H 2.577 10.984 -2.929  0.1391
24 H 5.611 10.570 -3.034  0.0597
25 H 4.662 12.002 -3.539  0.0975
26 H 4.653 10.485 -4.434  0.0862
27 H 2.335 8.901 -2.861  0.0889
28 C 7.424 6.254 -6.012  -0.0536
29 C 7.778 6.974 -4.729  -0.5315
30 C 6.696 7.975 -4.448  -0.0693
31 O 7.772 5.986 -3.734  -0.0283
32 H 6.368 6.006 -5.901  0.0896
33 H 8.178 5.489 -6.200  0.0855
34 H 7.417 6.945 -6.855  0.0805
35 H 8.745 7.476 -4.775  0.1278
36 H 6.816 8.422 -3.462  0.0746
37 H 5.685 7.568 -4.455  0.0893
38 H 6.617 8.781 -5.178  0.0794
39 H 8.471 5.422 -4.075  0.0868
40 C 11.154 13.092 -2.260  -0.0790
41 C 12.504 12.717 -1.958  -0.5440
42 C 13.437 13.402 -2.941  -0.0596
43 O 12.783 13.123 -0.645  -0.0203
44 H 10.986 12.805 -3.299  0.0700
45 H 10.967 14.164 -2.209  0.0939
46 H 10.393 12.638 -1.625  0.0883
47 H 12.721 11.649 -1.983  0.1255
48 H 14.485 13.124 -3.049  0.0792
49 H 13.542 14.448 -2.654  0.0861
50 H 13.005 13.300 -3.936  0.0747
51 H 13.655 13.521 -0.703  0.0792
52 C 10.232 7.279 -1.136  -0.0540
53 C 10.394 7.803 0.280  -0.4850
54 C 11.287 6.903 1.218  -0.0278
55 O 10.925 9.055 0.098  -0.0495
56 H 11.037 6.651 -1.518  0.0868
57 H 9.769 8.022 -1.786  0.0578
58 H 9.429 6.542 -1.121  0.0725
59 H 9.400 8.036 0.662  0.1188
60 H 10.821 5.951 1.470  0.0701
61 H 11.441 7.384 2.184  0.0716
62 H 12.285 6.724 0.816  0.0727
63 H 11.784 8.954 -0.318  0.0980
64 C 6.996 8.895 2.350  -0.0741
65 C 7.164 10.418 2.108  -0.4459
66 C 7.065 11.262 3.420  -0.0409
67 O 8.483 10.570 1.540  -0.0659
68 H 6.758 8.372 1.424  0.0661
69 H 6.118 8.645 2.946  0.0670
70 H 7.819 8.372 2.837  0.0769
71 H 6.350 10.680 1.432  0.1166
72 H 7.540 12.243 3.381  0.0747
73 H 7.494 10.666 4.226  0.0732
74 H 5.979 11.350 3.455  0.0692
75 H 8.416 10.110 0.701  0.0185

Results
Energy above the lowest of the compared OMol25 structures with the same formula, charge and spin (kcal/mol): 74.4
Structure (SMILES): CC(C)O.CC(C)O.CC(C)O.CC(C)O.CC(C)O.O.O.O.O.O
Electronic energy (a.u.): -1353.800591



Entry 4:
# C5H4FNO

The molecule C5H4FNO (the ωB97M-V functional and the def2-TZVPD basis, OMol25).

Last column: Löwdin charge in e.
CARTESIAN COORDINATES (ANGSTROEM)
1 C -0.777 -0.368 0.155  -0.2495
2 C -1.072 0.941 0.542  -0.0612
3 C 1.039 1.661 0.052  -0.1637
4 C 1.446 0.408 -0.357  0.0048
5 C 0.514 -0.605 -0.298  -0.2004
6 H -1.326 -2.148 -0.078  0.1029
7 H -2.061 1.182 0.929  0.1239
8 H 1.730 2.505 0.017  0.1086
9 H 2.440 0.213 -0.709  0.1159
10 N -0.182 1.943 0.494  0.0577
11 O -1.715 -1.334 0.235  0.0929
12 F 0.813 -1.878 -0.674  0.0681

Results
Energy above the lowest of the compared OMol25 structures with the same formula, charge and spin (kcal/mol): 0.2
Structure (SMILES): Oc1cnccc1F
Electronic energy (a.u.): -422.784925



Entry 5:
# C27H19AuN4O4P

A structure of composition C27H19AuN4O4P in a non-equilibrium geometry (the ωB97M-V functional and the def2-TZVPD basis, OMol25).

Last column: Löwdin charge in e.
CARTESIAN COORDINATES (ANGSTROEM)
1 Au 0.072 -1.101 1.013  1.0278
2 O -1.138 -3.812 4.334  0.1704
3 C -0.609 -3.019 3.432  -0.4778
4 O -0.837 -3.099 2.244  0.0275
5 C 0.358 -2.025 3.988  -0.1867
6 C 0.572 -1.752 5.333  0.0389
7 C 1.572 -0.846 5.673  -0.0006
8 C 2.348 -0.260 4.682  0.0453
9 C 2.027 -0.577 3.370  -0.1505
10 N 1.075 -1.405 3.057  0.0534
11 C 2.841 0.054 2.140  -0.6131
12 O 3.898 0.533 2.462  0.1084
13 O 2.239 -0.068 1.068  -0.0418
14 H -1.742 -4.465 3.937  0.1589
15 H -0.036 -2.228 6.085  0.1272
16 H 1.752 -0.603 6.710  0.1223
17 H 3.160 0.415 4.898  0.1310
18 C 2.024 -2.192 -4.661  -0.0455
19 C 0.967 -1.322 -4.888  -0.0502
20 C 0.303 -0.741 -3.823  -0.0708
21 C 0.721 -1.023 -2.521  -0.3601
22 C 1.775 -1.905 -2.288  -0.0772
23 C 2.425 -2.485 -3.365  -0.0516
24 P -0.015 -0.131 -1.134  1.0577
25 C 0.860 1.431 -0.981  -0.3632
26 C 0.519 2.264 0.086  -0.1167
27 C 1.152 3.479 0.238  -0.0455
28 C 2.159 3.851 -0.644  -0.0363
29 C 2.522 3.010 -1.686  -0.0426
30 C 1.874 1.801 -1.863  -0.0474
31 C -1.726 0.219 -1.577  -0.3747
32 C -2.264 1.504 -1.563  -0.0806
33 C -3.603 1.679 -1.863  -0.0685
34 C -4.406 0.590 -2.168  -0.0410
35 C -3.867 -0.690 -2.190  -0.0508
36 C -2.534 -0.880 -1.885  -0.0921
37 H 2.540 -2.637 -5.497  0.1161
38 H 0.660 -1.092 -5.897  0.1166
39 H -0.525 -0.066 -3.995  0.1173
40 H 2.076 -2.123 -1.271  0.0996
41 H 3.246 -3.166 -3.198  0.1164
42 H -0.237 1.947 0.791  0.0853
43 H 0.872 4.129 1.051  0.1167
44 H 2.670 4.791 -0.505  0.1167
45 H 3.317 3.302 -2.358  0.1165
46 H 2.143 1.143 -2.677  0.1089
47 H -1.644 2.359 -1.335  0.1077
48 H -4.022 2.672 -1.842  0.1155
49 H -5.449 0.751 -2.389  0.1170
50 H -4.487 -1.534 -2.452  0.1148
51 H -2.104 -1.873 -1.889  0.1130
52 N -4.354 3.370 1.351  0.1711
53 C -3.883 2.319 1.363  -0.3471
54 N -3.384 1.138 1.329  0.1628
55 C -2.373 0.536 1.696  -0.3159
56 N -1.503 -0.165 2.073  0.0676

Results
Energy above the lowest of the compared OMol25 structures with the same formula, charge and spin (kcal/mol): 46.4
Electronic energy (a.u.): -2037.021068
Charge: +1



Entry 6:
# C24H46F3NiO12S5

A structure of composition C24H46F3NiO12S5 in a non-equilibrium geometry (the ωB97M-V functional and the def2-TZVPD basis, OMol25).

Last column: Löwdin spin population.
CARTESIAN COORDINATES (ANGSTROEM)
1 Ni 1.103 0.280 -1.945  1.8014
2 C -0.783 0.617 0.878  0.0110
3 O -2.094 0.109 0.759  0.0031
4 O -0.176 0.381 -0.305  0.0894
5 C -0.801 2.044 1.482  0.0004
6 F -1.894 2.703 1.048  0.0001
7 F -0.858 2.083 2.833  -0.0002
8 F 0.247 2.819 1.126  0.0000
9 C -2.892 -0.103 1.930  0.0012
10 C -4.184 -0.611 1.402  0.0003
11 H -4.185 -1.684 1.192  0.0000
12 H -4.863 -0.632 2.265  0.0001
13 H -4.704 -0.051 0.629  0.0000
14 H -3.082 0.828 2.470  0.0000
15 H -2.499 -0.845 2.626  0.0000
16 H -0.305 -0.040 1.625  0.0014
17 C 2.783 4.273 0.604  0.0001
18 C 4.312 4.250 0.288  0.0002
19 C 4.564 3.194 -0.820  0.0034
20 S 2.973 2.861 -1.606  0.0057
21 O 2.453 1.550 -1.192  0.0280
22 O 3.007 3.192 -3.020  -0.0005
23 C 2.111 4.170 -0.736  -0.0003
24 H 2.554 5.182 1.155  0.0000
25 H 2.503 3.386 1.174  0.0000
26 H 4.843 4.052 1.217  0.0000
27 H 4.688 5.196 -0.099  0.0000
28 H 5.139 2.308 -0.559  0.0001
29 H 5.048 3.715 -1.647  0.0004
30 H 1.057 3.899 -0.732  -0.0001
31 H 2.347 5.035 -1.357  0.0000
32 C 2.821 -0.255 4.436  0.0000
33 C 2.229 0.873 3.541  0.0000
34 C 2.506 0.358 2.133  -0.0002
35 S 4.241 -0.288 2.132  0.0000
36 O 5.118 0.739 1.594  0.0000
37 O 4.273 -1.603 1.500  0.0000
38 C 4.282 -0.391 3.962  0.0000
39 H 2.171 -1.105 4.230  0.0000
40 H 2.814 0.028 5.487  0.0000
41 H 2.803 1.773 3.762  0.0000
42 H 1.151 0.940 3.666  0.0000
43 H 2.470 0.865 1.170  -0.0002
44 H 1.874 -0.514 1.942  -0.0001
45 H 4.851 0.504 4.217  0.0000
46 H 4.800 -1.283 4.306  0.0000
47 C -0.602 -4.549 1.972  0.0000
48 C -0.216 -3.062 2.198  0.0000
49 C -0.536 -2.637 3.602  0.0000
50 S -2.002 -3.708 4.073  0.0000
51 O -3.172 -2.846 4.067  0.0000
52 O -1.713 -4.556 5.216  0.0000
53 C -1.997 -4.769 2.557  0.0000
54 H 0.011 -5.317 2.443  0.0000
55 H -0.653 -4.700 0.894  0.0000
56 H -0.749 -2.483 1.437  0.0000
57 H 0.806 -2.977 1.818  0.0000
58 H -0.832 -1.593 3.689  0.0000
59 H 0.125 -2.817 4.450  0.0000
60 H -2.741 -4.267 1.933  0.0000
61 H -2.323 -5.796 2.686  0.0000
62 C -1.872 -4.272 -2.264  0.0001
63 C -0.534 -4.138 -2.996  0.0001
64 C -0.676 -3.147 -4.113  0.0001
65 S -1.626 -1.797 -3.304  0.0013
66 O -2.623 -1.249 -4.221  0.0020
67 O -0.635 -0.837 -2.797  0.0102
68 C -2.399 -2.883 -1.944  0.0000
69 H -1.710 -4.893 -1.382  0.0000
70 H -2.475 -4.884 -2.937  0.0000
71 H -0.082 -5.078 -3.306  0.0000
72 H 0.196 -3.623 -2.358  0.0000
73 H -1.325 -3.433 -4.945  0.0000
74 H 0.249 -2.829 -4.590  0.0000
75 H -3.484 -2.831 -1.953  0.0000
76 H -1.999 -2.488 -1.010  0.0000
77 C -3.115 2.329 -3.797  0.0002
78 C -2.600 2.798 -5.155  0.0005
79 C -1.137 2.439 -5.123  0.0022
80 S -0.656 2.890 -3.340  0.0031
81 O -0.155 4.241 -3.190  0.0033
82 O 0.204 1.806 -2.910  0.0323
83 C -2.269 2.808 -2.610  -0.0003
84 H -3.247 1.245 -3.767  0.0000
85 H -4.122 2.706 -3.604  0.0000
86 H -2.575 3.866 -5.377  0.0000
87 H -3.197 2.260 -5.889  0.0002
88 H -0.482 2.792 -5.915  0.0000
89 H -0.967 1.374 -4.937  0.0000
90 H -2.642 3.813 -2.413  0.0000
91 H -2.268 2.289 -1.652  -0.0001

Results
Expectation value of S²: 2.00
Energy above the lowest of the compared OMol25 structures with the same formula, charge and spin (kcal/mol): 112.3
Spin multiplicity: 3
Electronic energy (a.u.): -5643.444777
Charge: +1